Density functional theory data (ωB97M-V/def2-TZVPD) for the molecule C4H7NO.

Element x y z (Å)
1 C 0.79 0.40 0.78
2 C -1.52 0.46 0.06
3 H 1.96 1.09 -0.83
4 O 1.18 1.15 1.64
5 H -1.84 -1.72 0.34
6 H -1.14 1.11 -0.73
7 H -0.66 -1.29 -1.00
8 N -0.51 -0.17 0.92
9 H 1.18 -0.46 -1.23
10 C -1.18 -0.97 -0.09
11 C 1.65 0.12 -0.44
12 H 2.56 -0.40 -0.12
13 H -2.42 0.80 0.55

Kohn-Sham gap   10.8 eV
ΔE to the lowest compared entry with this formula, charge and spin   189.6 kJ/mol
LUMO level   0.98 eV
Electronic energy   -286.5594 Ha
Structure (SMILES)   CC(=O)N1CC1



Density functional theory data (ωB97M-V/def2-TZVPD) for a structure of composition C40H37AsIrN5O2SSe.

Element x y z (Å)
1 H -7.17 -1.40 1.91
2 C -3.28 3.20 -3.28
3 C 3.56 -2.24 -0.87
4 C 5.91 -1.97 -0.10
5 C 0.37 4.84 -2.55
6 H -4.98 0.88 -0.97
7 C 1.11 -2.56 1.78
8 N 6.98 -1.28 -0.55
9 C -5.10 -1.05 2.38
10 H 4.93 0.60 0.34
11 N 2.29 -2.39 2.41
12 H -2.75 5.88 1.16
13 C 4.20 -0.10 -0.03
14 H 0.71 6.52 -1.24
15 C -2.71 2.38 -1.12
16 C -6.24 -0.95 1.58
17 C -5.09 -2.75 -1.86
18 H -3.48 3.03 -4.33
19 H -3.64 5.31 -3.40
20 C 3.07 -3.51 2.23
21 C 2.65 -1.24 3.23
22 C -2.10 4.90 2.95
23 C 0.24 3.48 -2.63
24 C 0.59 3.27 -0.32
25 H 0.26 5.43 -3.45
26 H -1.45 3.69 4.60
27 H 2.55 1.25 0.22
28 C -3.29 -1.52 -2.88
29 O 0.22 1.40 -1.71
30 C -3.01 -2.48 -0.68
31 C -5.01 0.34 -0.03
32 Ir -0.12 0.04 -0.14
33 H -1.46 1.59 3.30
34 C -4.31 -2.96 -0.73
35 H -5.19 -1.86 -3.81
36 C 0.05 -4.39 0.46
37 H 0.90 5.06 0.78
38 C 0.61 5.44 -1.32
39 C 2.34 -4.38 1.49
40 H 3.80 -3.25 -1.18
41 N 0.36 2.72 -1.52
42 H -2.87 1.13 -2.86
43 H 2.08 -1.25 4.16
44 H -3.19 5.73 -1.03
45 O 5.97 -2.99 0.55
46 C -2.50 -1.75 -1.76
47 C -3.11 4.73 -1.42
48 H -3.04 -0.53 2.60
49 C 4.55 -1.40 -0.39
50 H 6.88 -0.54 -1.22
51 H -2.88 -0.98 -3.72
52 H 7.89 -1.66 -0.39
53 H 0.64 2.60 0.52
54 N 1.14 -3.78 1.22
55 C -4.59 -2.03 -2.93
56 H -2.11 5.82 3.53
57 H 2.59 -5.36 1.13
58 C -2.78 3.67 -0.58
59 C -2.94 2.14 -2.46
60 C -2.46 4.94 1.61
61 H -5.15 -1.58 3.32
62 C -3.37 4.49 -2.76
63 N 1.90 -0.58 -0.48
64 H -4.71 -3.52 0.11
65 C 2.87 0.26 -0.09
66 C -2.11 2.57 1.49
67 C 0.73 4.64 -0.20
68 C 2.25 -1.79 -0.92
69 H -7.08 -0.17 -0.23
70 C -1.74 2.53 2.82
71 H -0.40 -3.65 -0.20
72 As -2.25 1.11 0.24
73 Se -0.38 -1.37 1.80
74 H 4.07 -3.58 2.62
75 H 0.47 -5.20 -0.14
76 C -6.19 -0.26 0.38
77 H -6.10 -3.14 -1.90
78 H 0.04 2.92 -3.53
79 H -2.41 -2.64 0.20
80 C -1.73 3.71 3.56
81 H -0.70 -4.79 1.14
82 H 2.45 -0.32 2.69
83 H 3.71 -1.31 3.45
84 C -2.46 3.77 0.87
85 C -3.92 -0.46 1.97
86 S -0.79 -1.29 -1.88
87 C -3.88 0.23 0.76
88 H 1.45 -2.42 -1.28

Kohn-Sham gap   6.6 eV
ΔE to the lowest compared entry with this formula, charge and spin   0.0 kJ/mol
LUMO level   -6.05 eV
Electronic energy   -7110.0299 Ha
Net charge   +2



Density functional theory data (ωB97M-V/def2-TZVPD) for a cluster of 8 separate species, H16O8 in total.

Element x y z (Å)
1 O 4.52 -10.12 1.47
2 O 3.86 -5.63 -2.87
3 O 0.53 -8.25 6.10
4 H 3.93 -4.76 -2.47
5 H 5.07 -12.60 4.89
6 H 7.04 -13.49 0.38
7 H 4.33 -13.32 6.00
8 O 5.89 -6.83 4.47
9 H 1.38 -7.88 6.36
10 H 5.89 -6.16 5.16
11 H -2.72 -12.33 -0.23
12 H 0.93 -10.09 -3.25
13 H 4.63 -9.39 2.09
14 H 1.43 -8.93 -2.42
15 H 3.86 -9.81 0.86
16 H 6.77 -6.79 4.10
17 O 7.63 -14.17 0.05
18 H 4.20 -5.51 -3.76
19 O -2.02 -12.95 -0.42
20 H 8.45 -13.71 -0.14
21 H 0.04 -7.51 5.74
22 O 1.03 -9.80 -2.34
23 O 5.21 -13.05 5.72
24 H -1.23 -12.41 -0.49

Kohn-Sham gap   11.7 eV
ΔE to the lowest compared entry with this formula, charge and spin   281.8 kJ/mol
LUMO level   0.36 eV
Electronic energy   -611.4753 Ha
Structure (SMILES)   O.O.O.O.O.O.O.O



Density functional theory data (ωB97M-V/def2-TZVPD) for a structure of composition C38H51ClOP4Sn.

Element x y z (Å)
1 H 3.10 -1.20 4.14
2 H -0.12 4.72 -6.18
3 C 4.91 2.93 -2.31
4 H -2.13 5.26 -4.76
5 H 2.95 2.85 -1.44
6 C 3.16 1.52 -3.18
7 H -4.30 -2.93 1.93
8 H 1.23 1.21 0.57
9 H -3.16 -4.24 1.49
10 H -2.34 -3.04 -2.40
11 P 1.82 -1.93 2.23
12 C -1.76 -1.15 1.61
13 C 0.41 2.48 -3.69
14 C -1.42 4.49 -4.43
15 C -1.59 3.78 -3.24
16 H -1.86 4.40 1.34
17 C 0.98 -3.50 1.88
18 P -1.47 2.29 2.48
19 C -0.12 -0.78 -4.48
20 H 3.52 -0.76 0.99
21 H -2.19 3.00 0.26
22 C -0.39 -2.09 -4.84
23 C -0.04 -0.07 -0.48
24 H -0.74 0.03 -4.85
25 H 1.92 -3.66 -2.96
26 H -3.48 -4.28 -1.79
27 Cl 2.15 1.63 2.63
28 H -3.56 1.22 1.90
29 C 0.45 0.46 0.58
30 H -2.45 4.03 -2.62
31 H -1.58 0.49 -2.30
32 C 3.58 2.47 -2.23
33 H -1.81 -4.22 -1.15
34 C 5.42 1.34 -4.06
35 O -2.08 -0.14 -1.71
36 C 2.62 -2.14 3.85
37 H 3.38 -2.94 3.76
38 H 6.82 2.84 -3.38
39 H -1.75 -1.95 6.90
40 H -0.72 -1.67 -1.51
41 H 3.83 0.00 -4.56
42 H -0.23 -0.70 8.42
43 H -1.61 4.19 3.96
44 C -1.98 -1.48 0.31
45 C -0.17 -0.55 7.34
46 C -0.96 3.30 3.90
47 H -4.22 -0.95 -1.75
48 C -0.06 -0.16 4.59
49 H 5.28 3.72 -1.66
50 C -3.92 -3.55 1.10
51 C -0.31 4.23 -5.24
52 C -0.69 2.75 -2.85
53 C -3.19 1.76 2.79
54 H 0.08 3.61 3.76
55 C 0.37 -3.13 -4.31
56 H 2.45 -1.32 -2.32
57 H -0.50 3.48 0.61
58 C 1.37 -2.84 -3.39
59 Sn -0.04 0.05 2.46
60 C 0.76 0.34 6.80
61 H -1.59 -1.68 4.41
62 H -2.46 -1.45 2.35
63 H 1.45 3.06 -5.49
64 C -0.96 -1.09 5.10
65 C 0.81 0.55 5.42
66 C 0.61 3.28 -4.83
67 H 1.88 -2.41 4.61
68 C -4.61 -1.53 -0.90
69 C 1.71 -1.52 -3.08
70 H -3.21 1.08 3.66
71 C -1.51 3.40 1.03
72 C 4.15 0.82 -3.93
73 H -0.87 2.27 -1.90
74 H -4.75 -4.13 0.68
75 H 0.19 -4.16 -4.66
76 H 0.13 -3.63 2.57
77 H 6.07 0.93 -4.81
78 H -4.98 -0.84 -0.13
79 C 3.17 -1.80 1.02
80 H -3.81 2.64 2.99
81 H 4.00 -2.46 1.34
82 H 1.54 1.25 4.99
83 C -1.15 -0.90 -0.86
84 H -1.16 -2.28 -5.56
85 C -1.03 -1.26 6.49
86 H 1.69 -4.33 2.00
87 H 0.60 -3.49 0.85
88 C -2.65 -3.62 -1.52
89 H 2.83 -2.11 0.02
90 H -1.05 2.72 4.83
91 C 5.81 2.42 -3.25
92 P -3.30 -2.56 -0.23
93 P 1.71 1.17 -4.21
94 H -5.40 -2.23 -1.21
95 H 1.44 0.89 7.44
96 C 1.07 -0.47 -3.76

Kohn-Sham gap (alpha / beta)   4.4 / 4.4 eV
LUMO level (alpha / beta)   -7.52 / -7.52 eV
Electronic energy   -3593.0330 Ha
Net charge   +2



These records have molar mass values of 85.1; 997.9; 144.1; 801.9 g/mol, in the order they appear.